# 1
DFT (ωB97M-V/def2-TZVPD) results for a structure of composition C34H34NO2PPtS2.

Calculated values
Total charge: +4
LUMO level (spin up / spin down) (eV): -10.76 / -14.27
Frontier orbital gap (spin up / spin down) (eV): 7.91 / 4.64
2S+1: 5
Energy relative to the best compared isomer or geometry (same formula, charge and spin) (kcal/mol): 11.8
HOMO (spin up / spin down) (eV): -18.67 / -18.90
⟨S²⟩: 6.058

Element x y z (Å)
Pt: -1.152 -0.471 0.238
O: -1.431 0.835 -1.658
S: -1.226 0.989 -3.113
C: -1.344 -0.650 -3.962
C: -0.717 -1.745 -3.117
C: 0.808 -1.790 -3.120
C: 1.325 -2.703 -2.004
S: 1.721 -1.865 -0.449
O: 0.848 -0.563 -0.413
C: 3.349 -1.257 -0.715
C: 4.027 -0.895 0.451
C: 5.326 -0.426 0.368
C: 5.951 -0.337 -0.869
C: 5.277 -0.714 -2.026
C: 3.972 -1.170 -1.957
C: 0.293 1.660 -3.530
C: 1.245 2.064 -2.574
C: 2.377 2.697 -3.018
C: 2.540 2.986 -4.385
C: 1.578 2.618 -5.331
C: 0.443 1.971 -4.914
H: -0.881 -0.497 -4.937
H: -2.414 -0.795 -4.105
H: -1.127 -2.687 -3.492
H: -1.098 -1.654 -2.093
H: 1.238 -0.792 -2.998
H: 1.167 -2.167 -4.080
H: 2.251 -3.225 -2.253
H: 0.596 -3.475 -1.756
H: 3.549 -1.012 1.416
H: 5.865 -0.162 1.267
H: 6.977 0.003 -0.929
H: 5.786 -0.676 -2.980
H: 3.481 -1.482 -2.870
H: 1.087 1.817 -1.532
H: 3.160 2.985 -2.331
H: 3.427 3.515 -4.712
H: 1.728 2.867 -6.372
H: -0.344 1.718 -5.614
N: -0.452 2.559 3.041
C: -0.022 1.554 3.789
C: 1.130 1.783 4.622
C: 1.648 0.786 5.418
C: 1.039 -0.459 5.423
C: -0.123 -0.698 4.629
C: -0.653 0.263 3.802
P: -2.238 -0.157 3.062
C: -2.290 -1.643 2.083
C: -1.133 -2.309 1.612
C: -1.297 -3.520 0.903
C: -2.556 -4.027 0.666
C: -3.696 -3.356 1.134
C: -3.581 -2.175 1.828
C: -3.251 1.158 2.459
C: -3.651 2.167 3.354
C: -4.471 3.186 2.908
C: -4.904 3.204 1.586
C: -4.533 2.195 0.699
C: -3.722 1.164 1.134
H: -1.271 2.472 2.451
H: -0.017 3.471 3.099
H: 1.575 2.770 4.601
H: 2.509 0.973 6.045
H: 1.415 -1.252 6.056
H: -0.604 -1.665 4.731
H: -0.154 -2.075 2.020
H: -0.417 -4.074 0.604
H: -2.672 -4.971 0.149
H: -4.675 -3.789 0.975
H: -4.466 -1.676 2.204
H: -3.343 2.142 4.394
H: -4.798 3.956 3.594
H: -5.558 3.998 1.248
H: -4.903 2.201 -0.316
H: -3.521 0.331 0.460

Löwdin atomic charge list, values in e, 5 entries:
1. Pt 0.8682
2. O -0.5297
3. S 1.1391
4. C -0.2088
5. C -0.2214

# 2
DFT (ωB97M-V/def2-TZVPD) results for a structure of composition C34H35AsN3ORe at a distorted geometry.

Calculated values
Total charge: +3
LUMO level (spin up / spin down) (eV): -9.98 / -10.86
Frontier orbital gap (spin up / spin down) (eV): 6.51 / 6.02
2S+1: 4
HOMO (spin up / spin down) (eV): -16.49 / -16.88
⟨S²⟩: 3.794

Element x y z (Å)
Re: -0.048 -0.410 0.888
C: 1.710 -2.940 1.476
N: 1.258 -2.103 0.339
C: 2.458 -1.586 -0.367
C: 0.403 -2.916 -0.540
C: 0.935 -3.813 -1.441
C: 0.092 -4.625 -2.191
C: -1.284 -4.543 -2.018
C: -1.828 -3.662 -1.103
C: -0.999 -2.822 -0.346
N: -1.382 -1.888 0.600
C: -2.480 -1.915 1.450
C: -3.750 -2.446 1.200
C: -4.702 -2.471 2.202
C: -4.420 -1.960 3.460
C: -3.186 -1.370 3.710
C: -2.234 -1.330 2.714
N: -0.880 -0.779 2.928
C: -0.957 0.539 3.605
C: -0.156 -1.706 3.842
H: 2.358 -3.740 1.114
H: 2.276 -2.338 2.185
H: 0.861 -3.408 1.963
H: 3.190 -2.379 -0.514
H: 2.170 -1.179 -1.332
H: 2.935 -0.817 0.242
H: 2.003 -3.913 -1.562
H: 0.510 -5.323 -2.901
H: -1.943 -5.173 -2.598
H: -2.897 -3.619 -1.012
H: -4.018 -2.796 0.219
H: -5.672 -2.896 1.991
H: -5.157 -2.013 4.247
H: -2.992 -0.953 4.688
H: -1.317 0.435 4.628
H: 0.041 0.982 3.651
H: -1.641 1.198 3.075
H: -0.634 -1.716 4.822
H: -0.188 -2.720 3.457
H: 0.878 -1.385 3.963
O: 0.277 0.225 -1.009
As: 0.780 1.838 -1.308
C: 2.525 1.640 -2.143
C: 3.641 2.381 -1.780
C: 4.853 2.111 -2.404
C: 4.929 1.138 -3.389
C: 3.794 0.437 -3.780
C: 2.585 0.683 -3.152
C: 0.688 2.517 0.518
C: 1.799 2.845 1.300
C: 1.607 3.500 2.508
C: 0.324 3.840 2.924
C: -0.783 3.489 2.163
C: -0.611 2.805 0.966
C: -0.568 2.613 -2.465
C: -0.950 1.883 -3.585
C: -1.937 2.390 -4.415
C: -2.524 3.616 -4.124
C: -2.131 4.341 -3.008
C: -1.139 3.847 -2.173
H: 3.577 3.188 -1.061
H: 5.732 2.673 -2.123
H: 5.874 0.938 -3.874
H: 3.846 -0.291 -4.578
H: 1.693 0.144 -3.454
H: 2.801 2.630 0.950
H: 2.461 3.793 3.104
H: 0.187 4.409 3.833
H: -1.773 3.781 2.488
H: -1.467 2.592 0.327
H: -0.496 0.925 -3.809
H: -2.242 1.827 -5.286
H: -3.281 4.018 -4.784
H: -2.580 5.300 -2.789
H: -0.805 4.431 -1.323

Löwdin atomic charge list, values in e, 5 entries:
1. Re 1.6253
2. C -0.0234
3. N -0.2894
4. C -0.0537
5. C -0.1880

# 3
DFT (ωB97M-V/def2-TZVPD) results for a structure of composition C34H35BClI2N8O3Re.

Calculated values
Total charge: +1
LUMO level (spin up / spin down) (eV): -3.92 / -3.75
Frontier orbital gap (spin up / spin down) (eV): 6.34 / 6.72
2S+1: 2
Energy relative to the best compared isomer or geometry (same formula, charge and spin) (kcal/mol): 5.7
HOMO (spin up / spin down) (eV): -10.27 / -10.48
⟨S²⟩: 0.784

Element x y z (Å)
Re: -0.282 0.031 0.140
C: 1.938 -2.858 0.292
C: 1.252 -2.385 1.528
C: 1.409 -2.873 2.818
C: 0.561 -2.122 3.620
C: 0.325 -2.214 5.088
N: -0.057 -1.229 2.840
N: 0.356 -1.382 1.549
B: -1.137 -0.171 3.174
N: -0.579 1.223 2.865
N: -0.139 1.482 1.607
C: 0.284 2.751 1.573
C: 0.855 3.384 0.351
C: 0.108 3.314 2.833
C: -0.447 2.320 3.623
C: -0.848 2.365 5.058
N: -2.334 -0.464 2.241
N: -2.141 -0.524 0.891
C: -3.323 -0.858 0.331
C: -3.535 -1.036 -1.135
C: -4.267 -1.002 1.333
C: -3.606 -0.747 2.528
C: -4.142 -0.755 3.918
H: 2.916 -3.260 0.551
H: 1.364 -3.658 -0.179
H: 2.079 -2.053 -0.425
H: 2.067 -3.664 3.134
H: 0.943 -3.004 5.509
H: 0.577 -1.278 5.586
H: -0.719 -2.439 5.309
H: -1.468 -0.254 4.315
H: 0.550 2.867 -0.557
H: 0.524 4.419 0.283
H: 1.946 3.382 0.396
H: 0.348 4.319 3.134
H: -0.616 3.344 5.470
H: -1.917 2.188 5.174
H: -0.318 1.612 5.642
H: -2.821 -0.471 -1.727
H: -3.455 -2.092 -1.400
H: -4.538 -0.704 -1.400
H: -5.308 -1.251 1.211
H: -5.192 -1.038 3.903
H: -3.602 -1.462 4.547
H: -4.058 0.232 4.374
Cl: 6.010 2.443 -3.384
C: 4.688 1.801 -2.467
C: 4.886 1.456 -1.165
C: 3.816 0.945 -0.402
I: 4.129 0.458 1.593
C: 2.568 0.777 -0.946
O: 1.582 0.327 -0.165
C: 2.354 1.113 -2.318
N: 1.115 0.915 -2.829
C: 0.903 1.243 -4.078
C: 1.887 1.796 -4.922
C: 3.140 1.995 -4.422
C: 3.416 1.647 -3.082
H: 5.860 1.579 -0.715
H: -0.100 1.071 -4.458
H: 1.640 2.062 -5.940
H: 3.924 2.420 -5.033
C: -1.743 -3.750 -3.549
C: -0.353 -3.161 -3.288
C: -0.371 -2.179 -2.209
N: -0.381 -1.406 -1.367
H: -1.674 -4.485 -4.347
H: -2.444 -2.975 -3.855
H: -2.132 -4.243 -2.660
H: 0.043 -2.662 -4.174
H: 0.361 -3.937 -3.006
I: -5.052 4.707 -5.781
C: -4.136 3.849 -4.122
C: -4.813 3.807 -2.909
C: -4.199 3.234 -1.807
C: -2.926 2.688 -1.921
C: -2.257 2.735 -3.139
C: -2.855 3.325 -4.240
C: -2.306 2.063 -0.717
O: -2.686 2.273 0.407
O: -1.316 1.211 -1.042
H: -5.806 4.224 -2.825
H: -4.699 3.208 -0.848
H: -1.261 2.317 -3.217
H: -2.331 3.379 -5.185

Löwdin atomic charge list, values in e, 5 entries:
1. Re 1.6866
2. C -0.0247
3. C -0.3088
4. C 0.0363
5. C -0.2443

Q: The highest ⟨S²⟩ belongs to which entry?
A: C34H34NO2PPtS2

Q: The highest ⟨S²⟩ belongs to which entry?
A: C34H34NO2PPtS2

Q: Which value of total charge does entry 1 give?
A: +4